No. 1
Molecular formula: C9H14
Method: DFT, ωB97M-V with the def2-TZVPD basis set

Values from the calculation:
Structure (SMILES): Cc1ccccc1.CC
Spin multiplicity: 1
HOMO level (eV): -8.94
LUMO level (eV): 0.97
Energy above the lowest of the compared OMol25 structures with the same formula, charge and spin (kcal/mol): 12.0

```
23
Properties=species:S:1:pos:R:3:lowdin_charge:R:1
C -1.94 0.58 -0.95 -0.058
C -0.61 0.80 -1.60 -0.281
C -0.50 0.76 -2.99 -0.056
C 0.75 0.85 -3.60 -0.097
C 1.90 1.00 -2.85 -0.096
C 1.76 1.25 -1.48 -0.096
C 0.52 1.19 -0.88 -0.064
H -1.80 -0.11 -0.10 0.072
H -2.68 0.16 -1.62 0.072
H -2.40 1.46 -0.48 0.083
H -1.42 0.72 -3.55 0.107
H 0.83 0.82 -4.68 0.099
H 2.88 0.88 -3.27 0.098
H 2.61 1.68 -0.97 0.101
H 0.38 1.51 0.15 0.114
C -0.20 -2.02 2.95 -0.174
C 0.11 -1.36 4.30 -0.169
H 0.65 -1.91 2.27 0.058
H -0.41 -3.09 2.96 0.061
H -0.98 -1.48 2.41 0.050
H -0.29 -1.98 5.10 0.056
H -0.33 -0.37 4.35 0.058
H 1.18 -1.32 4.53 0.060
```


No. 2
Molecular formula: C9H14
Method: DFT, ωB97M-V with the def2-TZVPD basis set

Values from the calculation:
Spin multiplicity: 2
Total charge: +1
HOMO level (spin up / spin down) (eV): -14.14 / -14.13
LUMO level (spin up / spin down) (eV): -4.43 / -8.51
Energy above the lowest of the compared OMol25 structures with the same formula, charge and spin (kcal/mol): 38.2

```
23
Properties=species:S:1:pos:R:3:mulliken_spin:R:1
C -0.96 -0.14 -3.39 0.000
C -1.15 0.95 -4.43 0.001
H -0.91 -1.19 -3.81 0.000
H 0.07 -0.21 -2.95 0.001
H -1.77 0.01 -2.59 -0.001
H -1.01 1.93 -3.96 0.000
H -2.17 0.81 -4.79 0.000
H -0.31 0.84 -5.18 0.000
C -2.02 -0.09 1.60 0.022
C 0.06 0.36 0.33 0.277
C -0.49 -0.20 1.51 0.249
C 1.47 0.22 0.19 -0.019
C 0.30 -0.54 2.57 -0.004
C 2.26 -0.21 1.23 0.223
C 1.65 -0.59 2.43 0.203
H -0.70 0.99 -0.37 -0.004
H 1.81 0.56 -0.86 0.003
H -2.52 -0.12 0.56 0.004
H -2.25 0.87 1.99 0.036
H -0.22 -0.84 3.50 0.003
H 3.38 -0.39 0.98 -0.003
H 2.28 -0.82 3.29 0.004
H -2.41 -1.05 2.04 0.004
```


No. 3
Molecular formula: C9H14
Method: DFT, ωB97M-V with the def2-TZVPD basis set

Values from the calculation:
Spin multiplicity: 2
Total charge: +1
HOMO level (spin up / spin down) (eV): -14.70 / -14.77
LUMO level (spin up / spin down) (eV): -4.49 / -8.17
Energy above the lowest of the compared OMol25 structures with the same formula, charge and spin (kcal/mol): 8.5

```
23
Properties=species:S:1:pos:R:3:mulliken_spin:R:1
C -0.75 0.94 2.48 0.031
C -1.30 1.25 -1.22 0.192
C 0.05 1.36 -1.66 0.244
C -1.62 1.25 0.12 0.023
C -0.58 1.25 1.03 0.227
C 1.09 1.45 -0.76 -0.034
C 0.78 1.48 0.58 0.241
H -2.10 0.98 -1.89 0.003
H 0.28 1.55 -2.70 0.006
H -2.67 1.25 0.39 0.003
H 2.10 1.71 -1.07 0.004
H 0.08 0.32 2.81 0.005
H -1.63 0.32 2.63 0.001
H 1.55 1.69 1.30 0.003
H -0.81 1.85 3.07 0.036
C 0.18 -2.03 -0.14 0.007
C 1.17 -2.63 -1.13 0.002
H -0.25 -2.77 0.53 0.001
H 0.69 -1.36 0.57 0.005
H -0.54 -1.41 -0.67 -0.001
H 0.68 -2.88 -2.06 0.000
H 2.01 -2.00 -1.42 0.001
H 1.58 -3.57 -0.79 0.000
```


No. 4
Molecular formula: C9H14AlCd
Method: DFT, ωB97M-V with the def2-TZVPD basis set

Values from the calculation:
Spin multiplicity: 1
Total charge: +1
HOMO level (eV): -11.11
LUMO level (eV): -9.27

```
25
Properties=species:S:1:pos:R:3:lowdin_charge:R:1
Al -1.17 3.72 0.46 0.391
C -1.76 2.12 1.65 -0.175
C -1.54 0.70 1.00 -0.190
C -0.20 0.75 0.12 -0.187
C 0.46 -0.64 -0.14 -0.144
C 0.88 -0.91 -1.54 -0.016
C 1.55 -2.13 -1.96 -0.219
C 1.83 -3.16 -0.93 -0.148
C 1.41 -2.92 0.47 -0.037
C 0.73 -1.68 0.88 0.018
H -0.91 4.97 1.46 -0.034
H -2.30 4.16 -0.60 -0.102
H 0.17 3.48 -0.35 -0.100
H -2.87 2.24 1.87 0.101
H -1.26 2.22 2.67 0.098
H -2.47 0.52 0.38 0.129
H -1.52 -0.06 1.83 0.132
H 0.54 1.37 0.69 0.110
H -0.46 1.19 -0.88 0.098
H 0.70 -0.12 -2.31 0.120
H 1.84 -2.21 -3.06 -0.035
H 2.37 -4.09 -1.26 0.000
H 1.63 -3.73 1.20 0.113
H 0.46 -1.50 1.95 0.119
Cd 1.91 -4.26 -3.59 0.958
```


No. 5
Molecular formula: C9H14BNO4
Method: DFT, ωB97M-V with the def2-TZVPD basis set

Values from the calculation:
Spin multiplicity: 1
HOMO level (eV): -7.87
LUMO level (eV): -0.17
Energy above the lowest of the compared OMol25 structures with the same formula, charge and spin (kcal/mol): 92.0

```
29
Properties=species:S:1:pos:R:3:lowdin_charge:R:1
B 4.35 0.17 0.82 -0.538
C 0.55 2.06 0.55 -0.007
C 0.85 0.76 0.40 -0.034
C 1.61 2.93 1.04 -0.134
C -0.02 -0.22 0.00 -0.475
C 3.18 1.23 0.85 0.124
C -3.46 0.30 -0.84 -0.022
C -1.99 -1.69 -1.88 -0.002
C -2.69 -1.46 0.40 -0.056
C -2.30 -0.69 -0.80 -0.569
N 2.81 2.39 1.09 0.077
O 0.17 -1.42 0.14 0.085
O 4.06 -1.10 0.23 0.103
O 5.52 0.53 1.48 0.167
O -1.22 0.22 -0.49 0.001
H -0.48 2.58 0.45 0.157
H 1.82 0.35 0.55 0.070
H 1.53 3.96 1.12 0.075
H -3.12 1.22 -0.39 0.086
H -3.62 0.67 -1.91 0.113
H -4.35 0.03 -0.42 0.041
H -1.32 -2.42 -1.33 0.111
H -1.36 -1.30 -2.64 0.086
H -2.87 -2.12 -2.12 0.050
H -3.36 -0.91 1.05 0.080
H -3.37 -2.27 0.07 0.112
H -1.85 -1.89 0.95 0.088
H 4.87 -1.69 0.25 0.124
H 6.07 -0.23 1.38 0.085
```


No. 6
Molecular formula: C9H14BrClN2O7S2
Method: DFT, ωB97M-V with the def2-TZVPD basis set

Values from the calculation:
Spin multiplicity: 1
Total charge: -2
HOMO level (eV): -0.06
LUMO level (eV): 3.95

```
36
Properties=species:S:1:pos:R:3:lowdin_charge:R:1
C -2.23 2.23 3.02 -0.041
C -1.84 1.34 1.87 -0.379
C -2.94 0.48 1.27 -0.031
N -0.65 1.42 1.44 0.048
C -0.14 0.42 0.53 -0.374
C 0.05 1.03 -0.87 -0.622
Br 1.07 2.70 -0.77 0.751
C 0.62 0.09 -1.90 -0.256
S 2.14 -0.59 -1.33 0.629
O 3.23 0.09 -1.92 -0.237
O 2.15 -2.02 -1.34 -0.269
O 2.29 -0.10 0.26 -0.279
C 1.16 -0.27 1.08 -0.763
Cl 1.68 0.45 2.66 0.715
C 0.90 -1.77 1.33 -0.175
C -0.16 -2.07 2.35 -0.270
N -0.03 -2.15 3.61 0.079
H -3.09 1.82 3.56 0.067
H -1.38 2.35 3.68 0.073
H -2.51 3.22 2.66 0.081
H -2.89 0.47 0.18 0.080
H -2.92 -0.54 1.64 0.075
H -3.91 0.89 1.55 0.071
H -0.86 -0.40 0.40 0.123
H -0.94 1.36 -1.20 0.094
H 0.86 0.61 -2.86 0.077
H -0.06 -0.71 -2.19 0.127
H 1.85 -2.25 1.55 0.129
H 0.57 -2.17 0.37 0.109
H -1.16 -2.27 1.95 0.095
H 0.94 -1.95 3.86 0.021
O 1.76 -1.63 -4.55 -0.472
S 1.66 -0.35 -5.31 0.189
O 2.92 0.42 -5.18 -0.466
O 0.53 0.45 -4.67 -0.514
O 1.34 -0.60 -6.73 -0.483
```


DFT total energy readings, ordered: -9559.6590, -9549.7855, -9551.0742, -20704.6656, -19914.9375, -131106.8575 eV